Run A
Here is a molecular structure, C35H30N11O6SbSe4Ti from the Open Molecules 2025 dataset. Energies are from ωB97M-V/def2-TZVPD.

Last column: Mulliken spin population.
Atoms and positions in Å:
Ti1 -1.944 -1.939 0.030  0.161
O1 -1.520 -3.196 -1.150  0.064
C1 -1.475 -3.087 -2.426  0.301
C2 -1.458 -1.841 -3.082  0.129
C3 -1.532 -1.747 -4.484  0.104
C4 -1.554 -0.509 -5.106  -0.037
C5 -1.432 0.677 -4.369  0.174
C6 -1.329 0.608 -3.001  -0.132
C7 -1.377 -0.616 -2.310  0.173
O2 -1.353 -0.616 -1.019  0.060
N1 -1.725 -0.421 -6.512  0.000
O3 -1.735 0.691 -7.029  -0.008
O4 -1.870 -1.457 -7.146  -0.015
H1 -1.463 -4.021 -2.995  -0.040
H2 -1.600 -2.648 -5.078  0.002
H3 -1.427 1.621 -4.893  0.014
H4 -1.253 1.509 -2.408  -0.004
Se1 -0.234 -2.574 3.590  0.011
Sb1 -2.063 -4.558 1.451  0.004
Se2 -0.063 -2.731 1.349  -0.001
Se3 -4.093 -3.307 0.050  0.013
Se4 -1.183 -6.352 0.108  0.002
C8 -3.831 -2.235 3.511  0.000
C9 -3.613 -1.222 2.435  0.002
O5 -2.629 -1.253 1.677  0.011
N2 -4.497 -0.216 2.352  0.002
C10 -4.340 0.871 1.402  -0.003
C11 -4.879 0.540 0.029  0.000
C12 -6.131 0.983 -0.377  0.001
C13 -6.559 0.686 -1.661  0.000
C14 -5.727 -0.054 -2.483  0.003
C15 -4.515 -0.489 -1.971  -0.002
N3 -4.088 -0.190 -0.753  0.000
H5 -2.854 -2.528 3.939  -0.001
H6 -4.288 -3.132 3.068  0.000
H7 -4.481 -1.863 4.299  0.000
H8 -5.380 -0.302 2.832  0.000
H9 -3.264 1.070 1.315  0.001
H10 -4.849 1.746 1.815  0.000
H11 -6.754 1.556 0.294  0.000
H12 -7.518 1.031 -2.018  0.000
H13 -6.007 -0.300 -3.496  0.001
H14 -3.864 -1.120 -2.565  -0.004
C16 0.008 4.127 1.477  0.000
N4 -0.396 2.747 1.598  0.000
C17 -0.214 1.733 0.735  -0.001
N5 -0.512 0.589 1.306  -0.001
C18 -0.860 0.950 2.562  0.001
N6 -0.807 2.243 2.770  0.000
C19 1.235 4.320 2.340  0.000
C20 1.249 5.158 3.446  0.000
C21 2.364 5.199 4.274  0.000
C22 3.455 4.391 4.031  0.000
C23 3.445 3.540 2.924  0.000
C24 2.339 3.528 2.078  0.000
C25 4.516 2.612 2.669  0.000
N7 5.604 2.405 3.358  0.000
N8 6.255 1.389 2.784  0.000
C26 5.549 1.001 1.758  0.000
O6 4.428 1.753 1.620  0.000
C27 5.809 -0.082 0.846  0.000
C28 6.846 -0.986 1.078  0.000
C29 7.031 -2.045 0.213  0.000
C30 6.205 -2.208 -0.890  0.000
C31 5.187 -1.297 -1.147  0.000
C32 4.274 -1.465 -2.342  -0.001
N9 3.012 -2.043 -1.957  0.003
C33 1.941 -1.471 -1.382  0.008
N10 1.025 -2.381 -1.152  0.006
C34 1.587 -3.529 -1.595  -0.003
N11 2.786 -3.355 -2.090  0.002
C35 4.991 -0.243 -0.272  0.000
H15 -0.807 4.781 1.795  0.000
H16 0.232 4.321 0.424  0.000
H17 0.113 1.870 -0.275  0.002
H18 -1.124 0.245 3.328  0.000
H19 0.386 5.766 3.671  0.000
H20 2.360 5.851 5.136  0.000
H21 4.311 4.382 4.685  0.000
H22 2.340 2.865 1.225  0.000
H23 7.479 -0.843 1.938  0.000
H24 7.822 -2.758 0.394  0.000
H25 6.346 -3.048 -1.554  0.000
H26 4.722 -2.144 -3.072  0.000
H27 4.086 -0.493 -2.811  0.000
H28 1.843 -0.427 -1.158  0.001
H29 1.092 -4.482 -1.539  -0.004
H30 4.198 0.469 -0.445  0.000

Gap between HOMO and LUMO (spin up / spin down) ... 4.93 / 5.12 eV
<S²> ... 0.783
Spin multiplicity ... 2
Net charge ... -1

---

Run B
Here is a molecular structure, C35H30N11O6SbSe4Ti from the Open Molecules 2025 dataset. Energies are from ωB97M-V/def2-TZVPD.

Last column: Mulliken spin population.
Atoms and positions in Å:
Ti1 1.005 -1.361 -0.683  0.498
O1 2.491 -2.456 -0.219  0.012
C1 3.199 -2.441 0.855  0.356
C2 2.823 -1.764 2.042  -0.025
C3 3.610 -1.946 3.196  0.028
C4 3.225 -1.391 4.386  0.000
C5 2.068 -0.609 4.499  0.130
C6 1.324 -0.364 3.372  -0.074
C7 1.666 -0.926 2.128  0.097
O2 0.915 -0.652 1.088  -0.016
N1 4.032 -1.652 5.580  0.001
O3 3.621 -1.231 6.644  -0.007
O4 5.069 -2.279 5.447  -0.005
H1 4.144 -2.984 0.839  0.017
H2 4.501 -2.557 3.156  -0.011
H3 1.788 -0.198 5.458  0.003
H4 0.433 0.249 3.413  -0.010
Se1 -3.210 2.862 0.129  0.000
Sb1 -3.827 1.146 -1.483  0.002
Se2 0.046 -1.431 -3.006  -0.020
Se3 -0.832 0.045 -1.384  0.017
Se4 -5.060 -0.582 -0.346  0.002
C8 -2.341 -3.381 -1.073  0.001
C9 -1.378 -3.342 0.057  0.006
O5 -0.205 -2.946 -0.089  -0.004
N2 -1.817 -3.802 1.241  0.002
C10 -1.198 -3.422 2.496  -0.002
C11 -1.818 -2.139 3.018  0.002
C12 -1.875 -1.855 4.377  0.000
C13 -2.439 -0.651 4.769  0.000
C14 -2.925 0.210 3.798  0.000
C15 -2.840 -0.170 2.464  0.001
N3 -2.291 -1.323 2.086  -0.001
H5 -1.806 -3.455 -2.016  0.000
H6 -2.895 -2.433 -1.064  0.000
H7 -3.062 -4.189 -0.958  0.000
H8 -2.816 -3.939 1.278  0.000
H9 -0.132 -3.278 2.314  0.001
H10 -1.310 -4.230 3.220  0.000
H11 -1.482 -2.557 5.103  0.000
H12 -2.497 -0.391 5.819  0.000
H13 -3.381 1.157 4.056  0.000
H14 -3.225 0.465 1.673  0.000
C16 5.367 2.017 -0.644  0.000
N4 4.367 1.123 -1.213  0.005
C17 3.102 0.966 -0.838  -0.006
N5 2.579 -0.055 -1.490  -0.006
C18 3.590 -0.483 -2.295  0.007
N6 4.699 0.195 -2.144  0.001
C19 5.641 1.638 0.792  0.005
C20 6.697 0.807 1.142  0.000
C21 6.864 0.403 2.461  0.000
C22 5.985 0.826 3.444  0.000
C23 4.941 1.680 3.103  -0.003
C24 4.775 2.083 1.781  -0.005
C25 3.990 2.152 4.108  -0.001
N7 4.026 2.090 5.393  0.003
N8 2.859 2.705 5.846  0.000
C26 2.219 3.085 4.796  0.000
O6 2.879 2.770 3.654  0.002
C27 0.924 3.741 4.628  -0.001
C28 -0.065 3.699 5.603  0.000
C29 -1.298 4.274 5.326  0.000
C30 -1.542 4.879 4.100  0.000
C31 -0.546 4.933 3.130  0.000
C32 -0.783 5.600 1.795  0.000
N9 0.349 5.403 0.913  0.000
C33 0.652 4.315 0.190  0.000
N10 1.895 4.403 -0.256  0.000
C34 2.306 5.597 0.242  0.000
N11 1.413 6.232 0.968  0.000
C35 0.681 4.363 3.410  0.001
H15 4.999 3.042 -0.713  0.000
H16 6.248 1.916 -1.273  0.000
H17 2.583 1.602 -0.139  0.000
H18 3.484 -1.310 -2.976  -0.001
H19 7.374 0.450 0.375  -0.001
H20 7.681 -0.257 2.721  0.000
H21 6.094 0.506 4.472  0.001
H22 3.956 2.745 1.526  0.000
H23 0.129 3.206 6.546  0.000
H24 -2.085 4.236 6.067  0.000
H25 -2.517 5.303 3.891  0.000
H26 -0.905 6.675 1.924  0.000
H27 -1.672 5.204 1.303  0.000
H28 -0.055 3.520 0.001  0.000
H29 3.284 6.012 0.060  0.000
H30 1.472 4.387 2.673  0.000

Gap between HOMO and LUMO (spin up / spin down) ... 5.23 / 5.39 eV
<S²> ... 0.780
Spin multiplicity ... 2
Net charge ... -1

---

Which structure is most stable, and how do the rest compare? From most to least stable: run B, run A.

---

Run A
Here is 2 unconnected molecules or ions with the total composition C3HCl3O from the Open Molecules 2025 dataset. Energies are from ωB97M-V/def2-TZVPD.

Last column: natural (NBO) charge in e.
Atoms and positions in Å:
C1 1.319 0.327 0.149  -0.306
C2 0.130 0.853 -0.134  -0.094
C3 -1.387 -1.189 -0.044  0.536
O1 -0.989 -2.265 -0.182  -0.465
Cl1 2.901 1.218 0.248  -0.061
Cl2 -0.648 2.325 -0.288  0.124
Cl3 -2.979 -0.571 0.294  0.013
H1 1.654 -0.699 -0.042  0.252

Gap between HOMO and LUMO (spin up / spin down) ... 7.95 / 8.10 eV

---

Run B
Here is a molecular structure, C3HCl3O from the Open Molecules 2025 dataset. Energies are from ωB97M-V/def2-TZVPD.

Last column: natural (NBO) charge in e.
Atoms and positions in Å:
C1 1.890 0.100 -0.238  -0.069
C2 0.688 -0.159 0.145  0.328
C3 -1.254 0.249 0.174  -0.199
O1 1.139 -1.392 0.183  -0.510
Cl1 -1.551 1.230 -1.311  0.020
Cl2 -2.093 -1.251 0.031  0.097
Cl3 -1.706 1.174 1.562  0.082
H1 2.888 0.049 -0.545  0.252

Gap between HOMO and LUMO ... 8.95 eV

---

Which structure is most stable, and how do the rest compare? From most to least stable: run A, run B.

---

Run A
Here is a single C3H8FN molecule from the Open Molecules 2025 dataset. Energies are from ωB97M-V/def2-TZVPD.

Last column: natural (NBO) charge in e.
Atoms and positions in Å:
C1 1.828 -0.432 -0.033  -0.658
C2 0.474 -0.017 0.407  0.176
F1 0.228 1.286 -0.140  -0.395
C3 -0.673 -0.768 -0.233  -0.255
N1 -1.963 -0.147 0.026  -0.784
H1 1.775 -0.630 -1.104  0.218
H2 2.667 0.446 -0.016  0.238
H3 2.199 -1.386 0.436  0.231
H4 0.176 -0.054 1.507  0.163
H5 -0.805 -1.818 0.201  0.189
H6 -0.468 -0.779 -1.301  0.192
H7 -1.917 0.700 -0.631  0.362
H8 -1.714 0.281 1.146  0.323

Gap between HOMO and LUMO ... 10.85 eV
SMILES ... C[C@@H](F)CN

---

Run B
Here is a molecular structure, C3H8FN from the Open Molecules 2025 dataset. Energies are from ωB97M-V/def2-TZVPD.

Last column: natural (NBO) charge in e.
Atoms and positions in Å:
C1 -1.582 1.004 0.067  -0.447
C2 0.182 -0.685 -0.045  -0.269
C3 1.557 -1.017 -0.519  -0.011
H1 -2.434 1.668 -0.730  0.211
H2 -2.031 -0.231 -0.085  0.163
H3 -2.006 1.443 1.254  0.203
H4 0.480 1.373 0.457  0.379
H5 0.678 -0.191 1.185  0.174
H6 -0.917 -1.339 0.015  0.253
H7 1.823 -1.222 -1.594  0.202
H8 2.093 -1.716 0.380  0.202
N1 -0.121 0.807 -0.323  -0.667
F1 2.278 0.105 -0.061  -0.392

Gap between HOMO and LUMO ... 9.46 eV

---

Which structure is most stable, and how do the rest compare? From most to least stable: run A, run B.

---

Run A
Here is 2 unconnected molecules or ions with the total composition CH3FN2O from the Open Molecules 2025 dataset. Energies are from ωB97M-V/def2-TZVPD.

Last column: natural (NBO) charge in e.
Atoms and positions in Å:
C1 -0.710 0.746 -0.218  0.379
N1 -1.745 -1.367 -0.142  -0.461
N2 -1.205 -0.303 -0.006  -0.082
O1 0.320 1.420 0.116  -0.674
F1 2.446 -0.151 -0.061  -0.557
H1 2.314 0.135 -0.899  0.565
H2 -2.459 -1.512 0.554  0.322
H3 1.039 1.031 0.656  0.507

Gap between HOMO and LUMO ... 8.83 eV

---

Run B
Here is 2 unconnected molecules or ions with the total composition CH3FN2O from the Open Molecules 2025 dataset. Energies are from ωB97M-V/def2-TZVPD.

Last column: natural (NBO) charge in e.
Atoms and positions in Å:
N1 -0.967 -0.729 -0.235  -0.399
C1 -0.047 -0.279 0.243  0.461
N2 1.094 0.472 0.594  -0.395
O1 1.334 1.977 0.621  -0.512
H1 1.709 0.011 1.189  0.391
H2 1.918 2.226 -0.189  0.489
F1 -2.756 -2.197 -1.248  -0.593
H3 -2.285 -1.483 -0.976  0.558

Gap between HOMO and LUMO ... 10.54 eV
SMILES ... N#CNO.F

---

Which structure is most stable, and how do the rest compare? From most to least stable: run B, run A.